[1]
ORCA calculation (ωB97M-V with the def2-TZVPD basis set) on a molecular structure, C7H12CsO5 at a distorted geometry.

```
! RIJCOSX wB97M-V def2-TZVPD def2/J DEFGRID3
* xyz -1 1
C -0.196 3.149 -0.207
C 0.560 -2.370 -0.288
C 1.841 0.564 -0.734
H -0.923 2.497 0.300
O -1.668 -2.921 0.060
C 1.836 2.069 -0.810
H 2.727 0.207 -0.183
Cs -2.178 -0.816 -1.849
H -0.371 4.172 0.147
H -0.373 3.091 -1.295
C -2.229 -1.114 1.399
O 0.680 0.005 -0.167
O 1.112 2.785 0.158
H 1.482 2.323 -1.828
H -2.521 -3.254 1.909
O 0.425 -2.293 -1.583
O -2.663 -0.313 0.420
H 0.799 -3.324 0.231
H 2.884 2.380 -0.698
H -2.860 -0.946 2.307
H 1.733 -1.239 1.146
C -2.315 -2.527 1.105
C 0.823 -1.212 0.535
H 2.082 0.190 -1.743
H -0.688 -1.106 1.667
*
```

Results
Energy relative to the best compared isomer or geometry (same formula, charge and spin) = 68.3 kcal per mole
Lowest unoccupied orbital energy = 2.100 eV
Kohn-Sham gap = 4.27 eV



[2]
ORCA calculation (ωB97M-V with the def2-TZVPD basis set) on 2 unconnected molecules or ions with the total composition C3H4N2O.

```
! RIJCOSX wB97M-V def2-TZVPD def2/J DEFGRID3
* xyz 0 1
H 0.597 2.479 0.246
H -0.343 -1.994 0.254
H -0.331 0.973 -2.331
O -0.626 -2.177 -0.665
N 0.001 1.930 0.849
C -0.522 -1.038 -1.300
C -0.411 0.022 -1.858
H 0.944 -0.555 2.274
N 0.412 -0.414 1.421
C 0.279 0.774 1.110
*
```

Results
Energy relative to the best compared isomer or geometry (same formula, charge and spin) = 79.8 kcal per mole
Lowest unoccupied orbital energy = 0.659 eV
Kohn-Sham gap = 9.94 eV



[3]
ORCA calculation (ωB97M-V with the def2-TZVPD basis set) on a molecular structure, C14H14CeClNO2 at a distorted geometry.

```
! RIJCOSX wB97M-V def2-TZVPD def2/J DEFGRID3
* xyz 2 1
H 2.174 0.608 4.407
C -1.244 0.514 -3.300
H -0.810 -1.987 0.718
C 0.027 -0.862 2.226
O 3.450 1.466 -0.002
C -1.984 -0.420 -2.502
C -1.334 1.844 0.905
C 0.151 -1.296 -2.853
C 0.073 0.228 4.774
Ce -0.136 0.411 -1.139
C -1.122 -1.546 -2.220
H -2.091 -1.154 2.510
O -1.688 2.375 1.863
C -1.127 -0.267 4.247
N -0.014 -1.366 0.875
H -2.043 -0.240 4.845
H -1.408 -2.454 -1.683
H 2.126 -0.373 2.098
H 1.218 0.364 -5.292
C 1.241 0.200 4.005
H 1.083 1.751 -4.194
H -3.021 -0.313 -2.184
H 0.094 0.644 5.787
H -1.588 1.472 -3.685
C 1.222 -0.355 2.719
H 1.022 -1.959 -2.876
H 0.831 -1.882 0.621
C -1.155 -0.796 2.954
C 0.083 -0.010 -3.514
C 1.195 0.663 -4.238
C 2.433 1.052 -0.370
Cl 0.175 3.283 -1.697
H 2.168 0.404 -3.804
*
```

Results
Lowest unoccupied orbital energy (spin up / spin down) = -10.057 / -10.052 eV
Kohn-Sham gap (spin up / spin down) = 5.42 / 5.43 eV



[4]
ORCA calculation (ωB97M-V with the def2-TZVPD basis set) on a molecular structure, C14H20Cl3NO3V at a distorted geometry.

```
! RIJCOSX wB97M-V def2-TZVPD def2/J DEFGRID3
* xyz -2 2
C -0.703 -2.980 2.827
H 1.871 1.000 -3.670
H -1.008 -2.892 3.875
O -3.091 -2.265 -0.265
V 0.877 -0.151 -0.264
H -1.231 3.157 1.276
O -1.432 -0.668 2.418
H -3.659 -2.860 0.287
H -1.401 -3.594 2.224
C -1.002 0.734 -0.635
H 1.910 3.216 0.985
C 1.968 2.969 -0.074
H -0.165 -0.300 -3.780
H 1.444 2.698 -3.295
C 0.961 1.314 -1.741
C 0.996 1.900 -0.435
C 1.842 1.756 -2.878
H 0.751 -4.565 2.354
H 2.984 2.633 -0.296
C -0.289 0.634 -1.875
H 1.313 -3.354 3.587
C -2.433 0.440 -0.379
C 1.289 -2.615 1.583
N 0.409 -1.578 1.299
H -3.108 1.284 -0.612
H -2.546 0.180 0.679
H -1.085 1.224 -3.767
H -1.506 1.513 1.927
O 2.366 -2.781 1.042
H 1.759 3.866 -0.672
Cl 2.058 0.406 1.833
C -0.217 1.542 0.251
C -0.875 0.300 -3.206
C 0.705 -3.512 2.677
C -0.649 -1.588 2.163
H 2.870 1.923 -2.539
C -0.763 2.179 1.481
H 0.028 2.304 2.222
H -2.764 -0.447 -0.923
Cl 0.277 -2.212 -1.370
H -1.806 -0.255 -3.087
Cl 3.051 -0.552 -1.229
*
```

Results
Lowest unoccupied orbital energy (spin up / spin down) = 4.670 / 4.681 eV
Kohn-Sham gap (spin up / spin down) = 4.81 / 4.82 eV
Expectation value of S² = 0.7721



What did the third record say?
ORCA calculation (ωB97M-V with the def2-TZVPD basis set) on a molecular structure, C14H14CeClNO2 at a distorted geometry.

```
! RIJCOSX wB97M-V def2-TZVPD def2/J DEFGRID3
* xyz 2 1
H 2.174 0.608 4.407
C -1.244 0.514 -3.300
H -0.810 -1.987 0.718
C 0.027 -0.862 2.226
O 3.450 1.466 -0.002
C -1.984 -0.420 -2.502
C -1.334 1.844 0.905
C 0.151 -1.296 -2.853
C 0.073 0.228 4.774
Ce -0.136 0.411 -1.139
C -1.122 -1.546 -2.220
H -2.091 -1.154 2.510
O -1.688 2.375 1.863
C -1.127 -0.267 4.247
N -0.014 -1.366 0.875
H -2.043 -0.240 4.845
H -1.408 -2.454 -1.683
H 2.126 -0.373 2.098
H 1.218 0.364 -5.292
C 1.241 0.200 4.005
H 1.083 1.751 -4.194
H -3.021 -0.313 -2.184
H 0.094 0.644 5.787
H -1.588 1.472 -3.685
C 1.222 -0.355 2.719
H 1.022 -1.959 -2.876
H 0.831 -1.882 0.621
C -1.155 -0.796 2.954
C 0.083 -0.010 -3.514
C 1.195 0.663 -4.238
C 2.433 1.052 -0.370
Cl 0.175 3.283 -1.697
H 2.168 0.404 -3.804
*
```

Results
Lowest unoccupied orbital energy (spin up / spin down) = -10.057 / -10.052 eV
Kohn-Sham gap (spin up / spin down) = 5.42 / 5.43 eV